C51H53BiN7O3PSSi | ωB97M-V/def2-TZVPD

Element x y z (Å)
Bi: 0.186 0.360 -0.133
C: -7.269 -3.967 -3.711
O: -7.061 -2.642 -3.279
C: -7.127 -2.402 -1.935
C: -6.859 -1.090 -1.541
C: -6.876 -0.745 -0.209
C: -7.162 -1.708 0.763
C: -7.484 -2.990 0.362
C: -7.449 -3.356 -0.981
N: -7.292 -1.402 2.163
N: -6.472 -0.695 2.780
C: -5.216 -0.309 2.244
C: -4.908 1.032 2.350
C: -3.789 1.591 1.743
C: -2.879 0.811 1.017
O: -1.863 1.347 0.434
C: -3.142 -0.627 0.987
N: -2.251 -1.405 0.330
C: -2.381 -2.704 0.359
C: -3.400 -3.355 1.079
C: -4.337 -2.591 1.709
C: -4.269 -1.179 1.638
H: -7.148 -3.957 -4.791
H: -8.276 -4.317 -3.463
H: -6.534 -4.648 -3.271
H: -6.622 -0.357 -2.301
H: -6.646 0.270 0.084
H: -7.750 -3.721 1.116
H: -7.679 -4.374 -1.257
H: -5.606 1.664 2.886
H: -3.583 2.650 1.823
H: -1.646 -3.283 -0.194
H: -3.419 -4.435 1.138
H: -5.127 -3.056 2.283
N: 3.333 0.550 3.676
C: 2.871 -0.063 4.812
C: 1.573 -0.382 4.540
N: 1.234 0.025 3.271
C: 2.320 0.582 2.785
C: 2.508 1.224 1.431
N: 2.622 0.251 0.336
C: 3.788 0.588 -0.318
C: 4.454 1.604 0.251
N: 3.772 1.991 1.451
H: 4.237 0.944 3.470
H: 3.482 -0.205 5.683
H: 0.861 -0.872 5.184
H: 4.096 0.039 -1.196
H: 5.383 2.069 -0.031
H: 3.582 2.986 1.534
O: 0.530 -2.025 -2.485
C: 1.068 -3.013 -2.193
C: 1.738 -4.150 -1.887
C: 1.983 -5.144 -2.895
C: 2.695 -6.263 -2.560
C: 3.183 -6.459 -1.257
C: 2.926 -5.499 -0.278
C: 2.208 -4.353 -0.543
P: 1.783 -3.022 0.630
C: 0.547 -3.815 1.723
C: -0.161 -2.946 2.557
C: -1.179 -3.420 3.369
C: -1.526 -4.763 3.338
C: -0.851 -5.626 2.487
C: 0.179 -5.156 1.683
C: 3.300 -2.960 1.647
C: 3.271 -2.951 3.035
C: 4.446 -2.801 3.760
C: 5.658 -2.644 3.108
C: 5.690 -2.632 1.719
C: 4.521 -2.787 0.997
H: 1.618 -4.993 -3.901
H: 2.889 -7.007 -3.322
H: 3.751 -7.346 -1.015
H: 3.306 -5.643 0.728
H: 0.067 -1.885 2.548
H: -1.722 -2.729 4.002
H: -2.331 -5.132 3.960
H: -1.129 -6.672 2.442
H: 0.687 -5.841 1.016
H: 2.334 -3.052 3.564
H: 4.403 -2.797 4.842
H: 6.572 -2.522 3.676
H: 6.627 -2.491 1.197
H: 4.556 -2.759 -0.086
S: 1.064 3.587 1.396
C: 1.243 2.017 1.074
C: -0.799 3.569 -1.736
Si: -0.165 1.917 -2.371
C: -1.564 1.239 -3.530
C: -1.092 0.194 -4.543
C: -2.666 0.603 -2.679
C: -2.199 2.403 -4.306
C: 1.486 2.226 -3.297
C: 2.363 3.082 -2.376
C: 2.217 0.914 -3.593
C: 1.288 2.999 -4.606
H: -0.815 4.318 -2.531
H: -0.190 3.939 -0.913
H: -1.811 3.449 -1.346
H: -0.602 -0.650 -4.063
H: -0.404 0.610 -5.281
H: -1.959 -0.195 -5.090
H: -2.317 -0.289 -2.163
H: -3.504 0.313 -3.325
H: -3.044 1.287 -1.917
H: -1.477 2.954 -4.909
H: -2.687 3.113 -3.639
H: -2.964 2.008 -4.985
H: 2.527 2.610 -1.408
H: 1.923 4.065 -2.203
H: 3.348 3.228 -2.835
H: 2.410 0.358 -2.674
H: 3.184 1.123 -4.065
H: 1.650 0.267 -4.262
H: 0.786 3.954 -4.439
H: 0.712 2.440 -5.343
H: 2.266 3.216 -5.050

Forces on atoms 1 to 2 (eV/Å):
0.1 0.1 0.1
0.0 0.0 0.0

Output
**Frontier orbital gap (alpha / beta)**: 5.8 / 5.3 eV
**E_tot**: -3827.81813 Eh
**⟨S²⟩**: 0.7878
**HOMO energy (alpha / beta)**: -3.582 / -3.582 eV
**Multiplicity**: 2
**Charge**: -1

C51H53CsN5O9PS2 | ωB97M-V/def2-TZVPD

Element x y z (Å)
Cs: 1.102 -0.773 0.129
O: 3.715 -3.258 -1.495
C: 3.180 -2.723 -0.515
O: 2.043 -2.982 -0.048
C: 3.928 -1.577 0.226
O: 5.008 -1.166 -0.189
O: 3.303 -1.106 1.244
C: -4.953 -4.987 -5.153
O: -4.194 -3.926 -4.648
C: -3.181 -3.419 -5.443
C: -2.938 -3.802 -6.748
C: -1.894 -3.221 -7.461
C: -1.093 -2.272 -6.856
C: -1.323 -1.888 -5.548
C: -2.369 -2.446 -4.819
N: -2.659 -2.117 -3.517
C: -1.974 -1.178 -2.715
N: -1.895 0.034 -3.279
C: -1.144 1.157 -2.893
C: -0.359 1.188 -1.736
C: 0.294 2.409 -1.535
C: 0.176 3.510 -2.373
C: -0.586 3.417 -3.526
C: -1.240 2.228 -3.789
O: -2.010 2.067 -4.969
C: -1.226 2.080 -6.130
N: -1.645 -1.429 -1.508
C: -1.521 -2.720 -1.042
C: -2.110 -3.072 0.167
C: -1.946 -4.334 0.702
C: -1.194 -5.277 0.028
C: -0.585 -4.942 -1.171
C: -0.731 -3.677 -1.716
O: -0.190 -3.296 -2.916
C: 1.065 -3.849 -3.261
H: -5.626 -5.278 -4.347
H: -4.323 -5.842 -5.427
H: -5.546 -4.683 -6.027
H: -3.547 -4.554 -7.232
H: -1.710 -3.526 -8.483
H: -0.266 -1.835 -7.398
H: -0.662 -1.189 -5.063
H: -3.105 -2.859 -2.994
H: -2.393 0.172 -4.151
H: 0.930 2.505 -0.660
H: 0.681 4.445 -2.148
H: -0.671 4.249 -4.215
H: -0.755 3.058 -6.283
H: -1.890 1.863 -6.968
H: -0.435 1.321 -6.090
H: -2.707 -2.332 0.678
H: -2.399 -4.578 1.651
H: -1.076 -6.273 0.436
H: 0.009 -5.675 -1.695
H: 1.384 -3.310 -4.154
H: 0.980 -4.917 -3.498
H: 1.799 -3.714 -2.462
C: -4.199 2.835 0.599
C: -3.033 2.266 1.401
C: -3.504 1.220 2.406
C: -2.245 3.410 2.067
C: -2.952 4.121 3.254
O: -2.227 3.719 4.408
C: -1.141 3.027 3.942
N: -1.060 2.883 2.675
C: -0.196 2.384 4.799
C: -0.362 2.255 6.180
C: 0.428 1.371 6.884
C: 1.338 0.563 6.209
C: 1.554 0.739 4.851
C: 0.861 1.711 4.144
P: 1.200 2.046 2.383
C: 3.063 1.970 2.435
C: 3.881 2.073 3.557
C: 5.260 2.065 3.424
C: 5.843 2.011 2.170
C: 5.041 1.966 1.043
C: 3.668 1.925 1.183
C: 1.273 3.901 2.399
C: 0.772 4.598 1.307
C: 0.820 5.978 1.254
C: 1.353 6.694 2.315
C: 1.859 6.011 3.407
C: 1.834 4.628 3.444
H: -4.734 2.031 0.099
H: -3.829 3.530 -0.150
H: -4.896 3.371 1.244
H: -2.327 1.784 0.720
H: -4.152 1.652 3.168
H: -2.645 0.759 2.886
H: -4.055 0.441 1.885
H: -1.977 4.132 1.289
H: -3.998 3.829 3.370
H: -2.898 5.214 3.162
H: -1.133 2.828 6.676
H: 0.317 1.273 7.956
H: 1.890 -0.197 6.741
H: 2.267 0.118 4.327
H: 3.454 2.146 4.549
H: 5.880 2.097 4.313
H: 6.920 1.987 2.073
H: 5.486 1.937 0.061
H: 3.045 1.834 0.302
H: 0.325 4.040 0.500
H: 0.437 6.498 0.386
H: 1.382 7.776 2.283
H: 2.280 6.565 4.238
H: 2.262 4.111 4.290
O: -0.865 -0.488 1.758
H: -1.164 -0.606 0.849
H: -0.515 -1.350 2.014
S: 0.391 -3.475 3.274
C: 1.907 -3.917 2.846
N: 2.953 -3.131 2.700
C: 4.211 -3.788 2.445
C: 3.914 -5.160 1.854
S: 2.364 -5.650 2.666
H: 2.875 -2.202 2.116
H: 4.754 -3.890 3.398
H: 4.802 -3.182 1.756
H: 4.693 -5.889 2.065
H: 3.727 -5.103 0.782

Forces on atoms 1 to 2 (eV/Å):
-1.2 2.7 -2.1
0.3 0.0 0.0

Output
**Frontier orbital gap**: 5.0 eV
**E_tot**: -4084.02412 Eh
**HOMO energy**: -1.395 eV
**Charge**: -2